No. 1
This record from OMol25 describes 12 unconnected molecules or ions with the total composition C42H107NO12 at a distorted geometry. The level of theory is ωB97M-V/def2-TZVPD.

The geometry in ORCA input format:
```
! wB97M-V def2-TZVPD RIJCOSX def2/J DEFGRID3
* xyz 0 1
C 9.149 -23.085 -0.770
C 8.909 -22.320 0.553
C 7.523 -21.672 0.526
C 8.884 -23.240 1.750
C 10.283 -23.633 2.183
C 11.149 -22.427 2.471
C 11.175 -21.381 1.374
C 11.708 -20.062 1.923
C 12.180 -21.903 0.302
N 9.845 -21.234 0.803
O 9.815 -20.292 -0.263
H 8.430 -22.786 -1.528
H 10.137 -22.801 -1.154
H 9.240 -24.165 -0.661
H 6.725 -22.414 0.577
H 7.428 -21.061 1.431
H 7.399 -20.984 -0.310
H 8.380 -22.786 2.613
H 8.279 -24.114 1.499
H 10.260 -24.341 3.014
H 10.728 -24.219 1.363
H 12.171 -22.808 2.508
H 10.950 -21.973 3.446
H 12.655 -20.282 2.410
H 11.047 -19.615 2.674
H 11.759 -19.327 1.118
H 12.010 -21.458 -0.685
H 12.141 -22.986 0.211
H 13.190 -21.571 0.566
H 9.318 -19.533 0.065
C 11.797 -18.842 -4.564
C 11.161 -19.075 -3.205
C 9.972 -18.212 -2.903
O 10.806 -20.481 -3.223
H 12.579 -19.583 -4.693
H 12.216 -17.842 -4.666
H 11.052 -18.999 -5.346
H 11.894 -18.974 -2.390
H 9.106 -18.463 -3.519
H 10.197 -17.147 -3.030
H 9.630 -18.259 -1.864
H 10.621 -20.684 -2.293
C 16.387 -23.176 5.438
C 16.225 -21.672 5.274
C 15.394 -21.114 6.384
O 17.548 -21.125 5.244
H 15.414 -23.662 5.434
H 16.870 -23.438 6.390
H 16.991 -23.651 4.661
H 15.794 -21.589 4.258
H 14.335 -21.355 6.236
H 15.458 -20.032 6.481
H 15.716 -21.555 7.331
H 17.506 -20.169 5.362
C 16.506 -16.244 -5.893
C 16.267 -17.090 -4.646
C 16.627 -18.556 -4.817
O 17.067 -16.545 -3.582
H 15.933 -16.656 -6.737
H 17.544 -16.277 -6.226
H 16.107 -15.238 -5.770
H 15.207 -16.960 -4.385
H 16.297 -19.114 -3.932
H 17.707 -18.691 -4.915
H 16.136 -19.081 -5.643
H 17.386 -17.261 -3.003
C 17.277 -15.507 -0.339
C 18.783 -15.530 -0.177
C 19.310 -14.536 0.844
O 19.208 -16.884 0.174
H 16.978 -16.068 -1.223
H 16.919 -14.479 -0.452
H 16.774 -15.886 0.557
H 19.308 -15.344 -1.122
H 18.654 -13.669 0.919
H 20.326 -14.221 0.621
H 19.275 -14.980 1.846
H 18.959 -17.408 -0.621
C 13.765 -14.219 -0.566
C 13.913 -14.725 -1.984
C 13.387 -16.115 -2.178
O 13.165 -13.871 -2.872
H 14.489 -14.739 0.075
H 12.777 -14.330 -0.124
H 14.066 -13.167 -0.529
H 14.972 -14.657 -2.265
H 13.412 -16.336 -3.245
H 12.380 -16.167 -1.765
H 14.031 -16.864 -1.712
H 13.581 -13.004 -2.883
C 20.745 -18.574 -2.995
C 19.620 -19.459 -2.501
C 20.105 -20.364 -1.383
O 18.591 -18.602 -2.018
H 21.002 -17.809 -2.252
H 20.499 -18.004 -3.895
H 21.642 -19.161 -3.192
H 19.255 -20.032 -3.364
H 19.341 -21.097 -1.105
H 20.331 -19.748 -0.510
H 20.986 -20.937 -1.674
H 17.830 -19.091 -1.629
C 21.336 -21.288 2.887
C 20.864 -22.628 3.407
C 19.977 -23.315 2.361
O 21.976 -23.484 3.710
H 21.904 -20.693 3.609
H 20.524 -20.639 2.553
H 21.999 -21.430 2.022
H 20.216 -22.512 4.284
H 19.607 -24.287 2.682
H 20.551 -23.494 1.442
H 19.127 -22.680 2.113
H 22.769 -23.133 3.297
C 13.293 -22.729 -3.768
C 14.385 -22.053 -2.967
C 15.720 -22.124 -3.671
O 13.962 -20.652 -2.866
H 13.064 -22.192 -4.692
H 12.355 -22.778 -3.208
H 13.519 -23.767 -4.034
H 14.382 -22.513 -1.975
H 15.899 -23.145 -4.007
H 16.535 -21.883 -2.972
H 15.823 -21.358 -4.435
H 13.081 -20.653 -3.259
C 17.004 -19.834 1.025
C 15.839 -20.045 0.085
C 14.708 -19.076 0.317
O 16.304 -19.863 -1.268
H 17.549 -18.925 0.737
H 17.709 -20.657 1.018
H 16.635 -19.609 2.025
H 15.455 -21.072 0.205
H 13.937 -19.214 -0.441
H 15.136 -18.071 0.349
H 14.241 -19.262 1.287
H 15.577 -20.035 -1.888
C 13.372 -17.465 3.787
C 14.756 -16.995 3.406
C 15.165 -15.725 4.156
O 15.672 -18.037 3.759
H 13.251 -18.532 3.627
H 12.504 -16.952 3.369
H 13.248 -17.347 4.873
H 14.834 -16.786 2.331
H 16.246 -15.577 4.062
H 14.984 -15.814 5.230
H 14.657 -14.844 3.758
H 16.496 -17.827 3.274
C 19.351 -18.555 4.540
C 19.432 -17.336 3.648
C 20.691 -17.334 2.861
O 18.254 -17.133 2.840
H 18.609 -18.428 5.335
H 20.283 -18.695 5.101
H 19.169 -19.477 3.989
H 19.412 -16.480 4.336
H 20.663 -16.546 2.105
H 20.895 -18.276 2.349
H 21.539 -17.120 3.514
H 18.510 -17.107 1.892
*
```

* energy relative to the best compared isomer or geometry (same formula, charge and spin): 11.8 kcal/mol
* structure (SMILES): CC1(C)CCCC(C)(C)N1O.CC(C)O.CC(C)O.CC(C)O.CC(C)O.CC(C)O.CC(C)O.CC(C)O.CC(C)O.CC(C)O.CC(C)O.CC(C)O
* HOMO level: -8.6 eV
* Kohn-Sham gap: 9.1 eV
* LUMO level: 0.4883 eV

No. 2
This record from OMol25 describes a molecular structure, C21H19N2O2Sm. The level of theory is ωB97M-V/def2-TZVPD.

The geometry in ORCA input format:
```
! wB97M-V def2-TZVPD RIJCOSX def2/J DEFGRID3
* xyz 0 6
Sm -0.182 -0.308 -0.278
O -1.617 -0.185 1.395
C -2.449 0.582 2.031
C -3.572 0.038 2.687
C -4.424 0.831 3.421
C -4.218 2.213 3.532
C -3.161 2.769 2.853
C -2.284 1.986 2.084
C -1.334 2.686 1.246
N -0.610 2.186 0.316
C 0.140 3.129 -0.515
C 0.066 2.646 -1.956
N 0.627 1.304 -1.961
C 1.663 1.063 -2.666
C 2.550 -0.076 -2.478
C 3.381 -0.458 -3.545
C 4.340 -1.431 -3.403
C 4.525 -2.001 -2.136
C 3.755 -1.617 -1.065
C 2.718 -0.671 -1.201
O 1.980 -0.358 -0.161
H -3.726 -1.032 2.615
H -5.270 0.375 3.924
H -4.886 2.827 4.120
H -2.999 3.842 2.887
H -1.308 3.771 1.395
H 1.190 3.137 -0.212
H -0.252 4.147 -0.434
H 0.616 3.326 -2.613
H -0.980 2.619 -2.268
H 1.976 1.794 -3.419
H 3.244 0.035 -4.502
H 4.954 -1.733 -4.241
H 5.297 -2.749 -1.993
H 3.904 -2.048 -0.083
C -0.458 -2.062 -2.336
C 0.413 -2.718 -1.454
C -0.293 -2.989 -0.260
C -1.618 -2.539 -0.426
C -1.721 -1.944 -1.695
H -0.243 -1.812 -3.363
H 1.420 -3.028 -1.680
H 0.079 -3.557 0.579
H -2.425 -2.681 0.272
H -2.638 -1.619 -2.163
*
```

* HOMO level (spin up / spin down): -8.0 / -8.0 eV
* Kohn-Sham gap (spin up / spin down): 8.0 / 8.1 eV
* LUMO level (spin up / spin down): 0.0750 / 0.1129 eV

No. 3
This record from OMol25 describes a molecular structure, C12H20BiClI2OP2 at a distorted geometry. The level of theory is ωB97M-V/def2-TZVPD.

The geometry in ORCA input format:
```
! wB97M-V def2-TZVPD RIJCOSX def2/J DEFGRID3
* xyz 2 1
I 2.699 -0.798 -0.735
I -2.648 0.560 1.027
Bi -0.004 0.173 -0.108
P -0.931 -1.906 -1.471
C -0.958 -3.392 -0.514
C -2.560 -1.458 -2.025
H 0.304 -1.108 -3.378
H -0.475 -2.722 -3.553
H 1.064 -2.545 -2.627
C 0.114 -2.078 -2.900
H -2.570 -0.450 -2.458
H -2.769 -2.208 -2.787
H -1.357 -4.139 -1.204
H -1.613 -3.285 0.358
H -3.276 -1.512 -1.202
H 0.053 -3.667 -0.193
C 0.265 -1.180 1.691
O 0.406 -1.811 2.595
Cl -0.345 1.525 -2.153
C 0.073 3.591 1.088
P 0.915 2.076 1.568
C 2.350 2.388 0.475
C 1.259 2.549 3.267
C 2.583 2.442 3.718
C 2.900 2.949 4.989
C 1.910 3.558 5.780
C 0.588 3.660 5.313
C 0.244 3.147 4.047
H 0.004 3.630 -0.012
H 0.683 4.393 1.463
H -0.932 3.605 1.529
H 2.703 3.392 0.739
H 3.141 1.645 0.645
H 2.031 2.360 -0.566
H 3.337 1.985 3.099
H 3.905 2.864 5.342
H 2.167 3.950 6.754
H -0.167 4.127 5.914
H -0.771 3.234 3.694
*
```

* HOMO level (spin up / spin down): -15.2 / -15.2 eV
* Kohn-Sham gap (spin up / spin down): 5.1 / 5.1 eV
* LUMO level (spin up / spin down): -10.0145 / -10.0154 eV

No. 4
This record from OMol25 describes a molecular structure, C2H3NOS3 at a distorted geometry. The level of theory is ωB97M-V/def2-TZVPD.

The geometry in ORCA input format:
```
! wB97M-V def2-TZVPD RIJCOSX def2/J DEFGRID3
* xyz 0 1
C -0.916 -1.333 0.368
C -1.871 -0.543 -0.222
N -0.252 -2.006 1.053
O -0.174 1.190 0.399
S -1.701 1.119 -0.234
S 2.331 -0.198 -0.423
S -3.338 -1.131 -0.736
H -0.057 2.098 0.775
H 3.595 -0.337 -0.758
H 2.382 1.141 -0.221
*
```

* energy relative to the best compared isomer or geometry (same formula, charge and spin): 42.8 kcal/mol
* HOMO level (spin up / spin down): -9.3 / -9.3 eV
* Kohn-Sham gap (spin up / spin down): 7.7 / 7.7 eV
* LUMO level (spin up / spin down): -1.6205 / -1.6211 eV

E_tot list, top to bottom, in eV: -71349.084, -47067.315, -67941.271, -38163.551